(1)
# C23H66N2O9

A 9-piece molecular cluster, C23H66N2O9 overall (ωB97M-V/def2-TZVPD, the Open Molecules 2025 dataset).

Output
SMILES: COC[C@H](C)N.COC[C@H](C)N.CC(C)O.CCO.CCO.CCO.CCO.CCO.CCO
HOMO level: -9.46 eV
total energy: -46325.54802 eV
maximum force: 3.07 eV/A

```
! wB97M-V def2-TZVPD RIJCOSX def2/J DEFGRID3
* xyz 0 1
N 4.546 0.340 1.764
H -2.950 1.046 5.061
H 4.308 1.196 5.035
O 0.026 0.864 -0.121
H 2.217 2.711 -2.258
H 0.644 1.727 -3.487
H -3.247 1.741 3.396
C -6.012 -0.142 0.619
H -1.445 0.173 2.487
C -2.135 1.499 -3.909
H -0.060 1.166 -1.047
H 3.851 1.137 -4.132
H -1.395 -0.534 4.116
H -0.090 -1.182 -0.759
H 3.629 -3.062 -2.958
H -3.994 -1.403 -1.845
H 1.699 4.440 4.672
H 3.180 0.005 3.292
H 5.614 1.686 4.033
C -5.202 2.095 0.794
H -1.213 -3.479 2.263
H -1.782 2.377 -4.531
H -2.562 1.863 -2.979
H 2.915 -5.277 -0.726
H 0.142 -1.324 1.560
O -6.205 1.219 0.231
H 1.430 3.864 2.978
C 4.696 0.962 -3.475
H 0.329 3.419 -1.093
H -0.577 0.083 -4.442
O 2.795 2.755 4.015
C 4.876 0.901 4.143
H -5.387 1.932 1.905
H 5.412 -0.006 4.268
H 5.191 0.591 -1.423
O 3.434 1.797 -1.496
H 3.923 2.863 2.181
H 5.215 0.022 -3.708
C -1.013 0.560 -3.571
C -1.861 -4.343 2.037
H -1.544 -5.226 2.519
H 5.246 1.025 1.538
H -5.088 0.012 -1.924
C 1.166 -4.327 -3.178
C 0.846 5.317 -1.938
C 1.062 -1.082 0.995
H -1.623 1.849 4.083
H -2.892 -4.031 2.213
O -2.070 -3.536 -0.260
N -4.854 -2.316 0.544
H 3.615 -0.162 -1.931
C 3.915 0.763 3.003
H 1.710 -0.434 1.602
H 3.444 -2.582 -1.216
C -2.507 1.224 4.049
H -1.438 -0.208 -2.872
O -3.118 -0.918 3.080
H 3.148 1.463 -0.624
H 2.330 -1.996 -2.465
H -0.903 -5.080 0.228
H 0.982 5.715 -2.974
C 0.619 -0.456 -0.299
C 0.461 3.862 -2.075
C -1.987 -0.026 3.380
H -2.652 -5.389 0.426
C 1.986 -4.037 -1.953
H -2.922 0.933 -4.412
O 2.649 -5.304 -1.650
C -4.930 -0.962 -0.033
H 1.664 -1.968 0.784
H 1.852 -4.634 -3.971
C 2.944 -2.892 -2.141
H 1.732 5.426 -1.280
H -6.979 -0.559 0.431
H 5.384 1.796 -3.532
H 1.471 -0.375 -0.994
C 2.178 3.987 3.736
C 3.206 2.141 2.759
C -1.865 -4.668 0.520
H -0.482 3.763 -2.646
H -3.979 -0.455 0.217
O 0.116 1.152 -2.932
H -4.631 -2.161 1.526
C -4.958 -1.030 -1.541
O 1.503 3.126 -2.802
H 2.310 2.044 2.115
H -3.916 -0.595 3.450
H 0.468 -5.157 -2.906
H 0.644 -3.437 -3.498
H -5.752 -1.671 -1.866
H 1.345 -3.956 -1.063
H -4.158 1.892 0.509
H 0.065 5.941 -1.491
H -2.903 -3.114 -0.042
H 5.036 -0.517 1.872
H -5.743 -2.826 0.467
H 2.967 4.634 3.339
H -5.854 -0.131 1.749
H -5.517 3.137 0.562
C 4.252 0.733 -2.078
*
```

Atomic partial charges in e from the Löwdin method, atoms 1 to 99: atom 1 (N): 0.05, atom 2 (H): 0.10, atom 3 (H): 0.09, atom 4 (O): -0.10, atom 5 (H): 0.05, atom 6 (H): 0.06, atom 7 (H): 0.07, atom 8 (C): -0.22, atom 9 (H): 0.09, atom 10 (C): -0.09, atom 11 (H): 0.03, atom 12 (H): 0.08, atom 13 (H): 0.10, atom 14 (H): 0.11, atom 15 (H): 0.08, atom 16 (H): 0.07, atom 17 (H): 0.12, atom 18 (H): 0.13, atom 19 (H): 0.08, atom 20 (C): -0.09, atom 21 (H): 0.07, atom 22 (H): 0.10, atom 23 (H): 0.07, atom 24 (H): 0.08, atom 25 (H): 0.07, atom 26 (O): -0.20, atom 27 (H): 0.07, atom 28 (C): -0.08, atom 29 (H): 0.10, atom 30 (H): 0.11, atom 31 (O): -0.21, atom 32 (C): -0.07, atom 33 (H): 0.09, atom 34 (H): 0.07, atom 35 (H): 0.13, atom 36 (O): -0.12, atom 37 (H): 0.15, atom 38 (H): 0.09, atom 39 (C): -0.30, atom 40 (C): -0.07, atom 41 (H): 0.05, atom 42 (H): 0.07, atom 43 (H): 0.09, atom 44 (C): -0.06, atom 45 (C): -0.10, atom 46 (C): -0.07, atom 47 (H): 0.07, atom 48 (H): 0.06, atom 49 (O): -0.09, atom 50 (N): 0.05, atom 51 (H): 0.08, atom 52 (C): -0.45, atom 53 (H): 0.05, atom 54 (H): 0.08, atom 55 (C): -0.09, atom 56 (H): 0.12, atom 57 (O): -0.10, atom 58 (H): 0.08, atom 59 (H): 0.08, atom 60 (H): 0.10, atom 61 (H): 0.09, atom 62 (C): -0.31, atom 63 (C): -0.28, atom 64 (C): -0.26, atom 65 (H): 0.10, atom 66 (C): -0.50, atom 67 (H): 0.07, atom 68 (O): -0.07, atom 69 (C): -0.46, atom 70 (H): 0.07, atom 71 (H): 0.09, atom 72 (C): -0.07, atom 73 (H): 0.08, atom 74 (H): 0.12, atom 75 (H): 0.08, atom 76 (H): 0.08, atom 77 (C): -0.13, atom 78 (C): -0.17, atom 79 (C): -0.33, atom 80 (H): 0.11, atom 81 (H): 0.13, atom 82 (O): -0.13, atom 83 (H): 0.06, atom 84 (C): -0.04, atom 85 (O): -0.14, atom 86 (H): 0.11, atom 87 (H): 0.04, atom 88 (H): 0.10, atom 89 (H): 0.07, atom 90 (H): 0.07, atom 91 (H): 0.13, atom 92 (H): 0.08, atom 93 (H): 0.07, atom 94 (H): 0.03, atom 95 (H): 0.06, atom 96 (H): 0.10, atom 97 (H): 0.08, atom 98 (H): 0.13, atom 99 (H): 0.09

---

(2)
# C23H68N10O9

A 9-piece molecular cluster, C23H68N10O9 overall (ωB97M-V/def2-TZVPD, the Open Molecules 2025 dataset).

Output
ΔE to the lowest compared entry with this formula, charge and spin: 0.0 kJ/mol
SMILES: COC[C@H](C)N.COC[C@H](C)N.COC[C@H](C)N.COC[C@H](C)N.NC(N)=O.NC(N)=O.NC(N)=O.CCO.CCO
HOMO level: -8.88 eV
total energy: -58277.39893 eV
maximum force: 10.72 eV/A

```
! wB97M-V def2-TZVPD RIJCOSX def2/J DEFGRID3
* xyz 0 1
H 0.192 -0.563 1.116
H -1.227 0.356 -1.452
H -1.727 2.711 -1.552
C -0.910 -0.679 -1.321
H -1.944 -3.833 -5.161
H -3.040 1.277 -3.677
O -2.472 3.899 -3.122
H 0.646 -2.467 -1.676
H 4.830 3.738 1.805
O -2.603 3.203 7.732
H 0.326 2.296 5.397
O 0.603 1.433 0.218
H -4.879 -1.527 2.351
C 0.534 -0.802 -0.952
H 4.732 -1.070 0.395
O -0.098 -4.140 -3.518
H 4.797 -1.525 -1.383
H 4.232 -5.874 0.357
N 0.293 2.172 -3.737
H -3.032 3.415 -1.088
C -4.674 2.623 -3.239
H -2.815 3.565 4.702
C 4.632 -1.853 -0.357
H -1.598 4.477 -1.297
C -2.931 -0.465 2.998
H -4.081 1.742 -5.095
O 3.421 -2.553 -0.110
N -2.957 2.592 4.936
H 2.025 1.933 1.593
H 4.446 -3.782 1.454
H 1.559 -6.259 1.437
O 1.081 2.160 -5.731
C 2.190 -5.487 1.876
N 3.323 -3.417 -3.096
H -1.882 -0.733 3.126
H -1.190 3.549 -4.554
C -1.533 3.268 6.854
H 1.595 -4.933 2.602
H 3.452 -4.851 -4.760
H 5.161 -5.296 -4.825
H -2.251 -6.141 -2.906
C -0.555 2.385 4.762
C -1.710 2.268 5.701
H 0.720 3.165 1.258
H -3.719 4.113 -4.461
N 3.507 -5.504 -0.241
H 4.585 4.161 -0.373
H -0.607 3.852 -6.204
C -1.131 -4.736 -3.557
H 2.427 -3.813 -3.344
H -1.624 -1.046 -0.584
H -4.348 4.756 -2.928
H -6.370 2.748 -4.662
O 5.381 2.970 1.634
H -4.623 0.515 -4.094
H -1.774 3.489 9.593
C -3.857 3.904 -3.400
N -1.326 -5.765 -2.758
H 3.199 3.608 0.503
H -1.695 1.246 6.079
H -2.991 0.631 4.599
H 1.879 -0.191 0.670
H -2.995 0.435 2.388
H 4.411 1.370 0.732
C 4.470 -3.817 -3.526
C 0.832 -0.020 0.421
C -3.799 -1.624 2.455
H -1.236 -1.266 -2.180
H -0.529 3.276 7.278
H 5.809 2.022 -0.162
H 3.019 -2.818 1.768
N -0.461 3.547 -5.252
H -1.378 4.241 6.389
H -2.096 4.985 8.530
N 4.409 -4.726 -4.464
H -0.713 -5.938 -1.974
H 3.949 -4.779 -0.788
H 5.530 -2.448 -0.192
C 0.268 2.510 -5.025
N -1.999 -4.593 -4.499
H 0.880 1.445 -3.354
H 0.556 1.655 2.260
H -0.578 1.510 4.112
C 4.951 2.277 0.460
H 3.434 2.847 -1.034
H -3.453 4.020 9.316
H 3.362 -2.850 -2.262
C 2.696 -4.672 0.646
C -2.196 3.678 -1.736
O 5.509 -3.346 -3.130
H -3.526 -2.423 3.145
H -3.612 2.624 5.704
H -3.528 -1.846 1.423
C -4.052 1.443 -4.047
O -3.180 -0.280 4.361
N 0.766 -2.146 -0.726
C 0.974 2.110 1.362
H 0.011 2.985 -3.209
H 1.756 -2.269 -0.564
N -6.071 2.619 -3.707
C 3.973 3.278 -0.190
H 1.175 -0.459 -1.763
H -4.824 2.278 -2.216
H 2.947 -5.994 2.475
H -0.495 3.318 4.201
H -6.661 1.876 -3.359
C -2.439 4.026 8.917
C 3.512 -3.432 1.014
H -2.793 -5.207 -4.615
H 1.824 -4.339 0.084
*
```

Atomic partial charges in e from the Löwdin method, atoms 1 to 99: atom 1 (H): 0.12, atom 2 (H): 0.05, atom 3 (H): 0.06, atom 4 (C): -0.06, atom 5 (H): 0.13, atom 6 (H): 0.06, atom 7 (O): -0.22, atom 8 (H): 0.06, atom 9 (H): 0.06, atom 10 (O): -0.19, atom 11 (H): 0.09, atom 12 (O): -0.18, atom 13 (H): 0.07, atom 14 (C): -0.47, atom 15 (H): 0.08, atom 16 (O): 0.04, atom 17 (H): 0.09, atom 18 (H): 0.07, atom 19 (N): 0.17, atom 20 (H): 0.09, atom 21 (C): -0.39, atom 22 (H): 0.08, atom 23 (C): -0.09, atom 24 (H): 0.09, atom 25 (C): -0.34, atom 26 (H): 0.07, atom 27 (O): -0.27, atom 28 (N): 0.06, atom 29 (H): 0.07, atom 30 (H): 0.14, atom 31 (H): 0.07, atom 32 (O): 0.12, atom 33 (C): -0.05, atom 34 (N): 0.19, atom 35 (H): 0.10, atom 36 (H): 0.07, atom 37 (C): -0.26, atom 38 (H): 0.07, atom 39 (H): 0.11, atom 40 (H): 0.12, atom 41 (H): 0.10, atom 42 (C): -0.07, atom 43 (C): -0.42, atom 44 (H): 0.10, atom 45 (H): 0.13, atom 46 (N): 0.06, atom 47 (H): 0.08, atom 48 (H): 0.13, atom 49 (C): -0.81, atom 50 (H): 0.10, atom 51 (H): 0.07, atom 52 (H): 0.13, atom 53 (H): 0.07, atom 54 (O): -0.10, atom 55 (H): 0.07, atom 56 (H): 0.09, atom 57 (C): -0.19, atom 58 (N): 0.17, atom 59 (H): 0.05, atom 60 (H): 0.14, atom 61 (H): 0.01, atom 62 (H): 0.11, atom 63 (H): 0.11, atom 64 (H): 0.08, atom 65 (C): -0.81, atom 66 (C): -0.10, atom 67 (C): -0.07, atom 68 (H): 0.08, atom 69 (H): 0.12, atom 70 (H): 0.11, atom 71 (H): 0.13, atom 72 (N): 0.18, atom 73 (H): 0.12, atom 74 (H): 0.09, atom 75 (N): 0.17, atom 76 (H): 0.12, atom 77 (H): 0.05, atom 78 (H): 0.09, atom 79 (C): -0.87, atom 80 (N): 0.17, atom 81 (H): 0.10, atom 82 (H): 0.06, atom 83 (H): 0.06, atom 84 (C): -0.29, atom 85 (H): 0.08, atom 86 (H): 0.09, atom 87 (H): 0.08, atom 88 (C): -0.43, atom 89 (C): -0.09, atom 90 (O): 0.03, atom 91 (H): 0.07, atom 92 (H): 0.07, atom 93 (H): 0.06, atom 94 (C): -0.06, atom 95 (O): -0.10, atom 96 (N): 0.05, atom 97 (C): -0.15, atom 98 (H): 0.09, atom 99 (H): 0.03